Molecular formula: C20H26N2O5
Method: DFT, ωB97M-V/def2-TZVPD

The frontier orbital gap comes out at 9.5067 eV. The energy above the lowest of the compared OMol25 structures with the same formula, charge and spin is 101.69 kJ/mol. Its spin multiplicity is 1. Its SMILES is CCCCOc1ccc(C(=O)NNC(=O)[C@@H]2[C@H]3CC[C@H](C3)[C@@H]2C(=O)O)cc1. The value obtained for the HOMO energy is -8.7678 eV. Its molar mass is 374.44 g mol⁻¹. The value obtained for the LUMO energy is 0.74 eV. Its max |F| is 0.0142 Eh/bohr.

Each line ends with the natural charge from an NBO analysis.
Geometry (Å):
C (-9.1431, -1.4744, -0.5403)  -0.6079
C (-8.7205, -0.3203, -1.4426)  -0.3919
C (-7.7021, 0.6130, -0.7901)  -0.4091
C (-6.3564, -0.0595, -0.5370)  -0.0655
O (-5.4575, 0.9440, -0.0990)  -0.4886
C (-4.1837, 0.6064, 0.1965)  0.3311
C (-3.6519, -0.6789, 0.1105)  -0.2723
C (-2.3303, -0.8983, 0.4434)  -0.1353
C (-1.5045, 0.1450, 0.8513)  -0.1989
C (-2.0414, 1.4308, 0.9444)  -0.1544
C (-3.3604, 1.6542, 0.6264)  -0.2629
H (-3.7917, 2.6399, 0.7012)  0.2274
H (-1.4378, 2.2540, 1.2949)  0.2164
C (-0.1014, -0.1774, 1.1746)  0.6723
O (0.2694, -1.2974, 1.5004)  -0.6692
N (0.7531, 0.8876, 1.1570)  -0.4445
H (0.5635, 1.6861, 0.5609)  0.4241
N (2.1337, 0.6935, 1.2858)  -0.4648
C (2.9383, 1.1233, 0.2674)  0.6753
O (2.5121, 1.8901, -0.5687)  -0.6160
C (4.3801, 0.6470, 0.3597)  -0.3030
H (4.7584, 0.9252, 1.3469)  0.2363
C (5.2178, 1.2493, -0.7778)  -0.2032
H (4.9908, 2.2983, -0.9528)  0.2388
C (4.9040, 0.2908, -1.9247)  -0.4203
H (3.8476, 0.2573, -2.1762)  0.2439
H (5.4898, 0.4912, -2.8190)  0.2104
C (5.3796, -0.9469, -1.1688)  -0.2027
H (5.2906, -1.8971, -1.6917)  0.2281
C (6.8152, -0.5566, -0.8016)  -0.4084
H (7.1890, -1.1225, 0.0512)  0.2039
H (7.4828, -0.7397, -1.6432)  0.2119
C (6.6961, 0.9528, -0.5033)  -0.4111
H (7.3293, 1.5373, -1.1700)  0.2134
H (6.9757, 1.1963, 0.5215)  0.2027
C (4.5417, -0.8899, 0.1181)  -0.3226
C (3.1856, -1.5527, -0.0097)  0.8009
O (2.4967, -1.5735, -0.9929)  -0.5929
O (2.8152, -2.0762, 1.1633)  -0.7191
H (1.8477, -2.2634, 1.1862)  0.5331
H (5.0538, -1.3619, 0.9593)  0.2338
H (2.3779, -0.0872, 1.8838)  0.4256
H (-1.9133, -1.8921, 0.3831)  0.2347
H (-4.2573, -1.5107, -0.2121)  0.2165
H (-6.4491, -0.8366, 0.2317)  0.1756
H (-5.9856, -0.5179, -1.4642)  0.1730
H (-8.0928, 0.9870, 0.1576)  0.2039
H (-7.5275, 1.4725, -1.4399)  0.2141
H (-8.3046, -0.7175, -2.3711)  0.1958
H (-9.6038, 0.2669, -1.7013)  0.2070
H (-8.3116, -2.1470, -0.3470)  0.1984
H (-9.5120, -1.0983, 0.4112)  0.2031
H (-9.9374, -2.0478, -1.0122)  0.2131

=====

Molecular formula: C4H7N2S
Method: DFT, ωB97M-V/def2-TZVPD

The frontier orbital gap (alpha / beta) comes out at 7.0068 / 7.0052 eV. The energy above the lowest of the compared OMol25 structures with the same formula, charge and spin is 487.31 kJ/mol. Its spin multiplicity is 1. The value obtained for the HOMO energy (alpha / beta) is -12.2419 / -12.2415 eV. Its molar mass is 115.18 g mol⁻¹. Its charge is +1. The value obtained for the LUMO energy (alpha / beta) is -5.24 / -5.24 eV. Its max |F| is 0.0654 Eh/bohr.

Each line ends with the natural charge from an NBO analysis.
Geometry (Å):
C (-0.0196, 1.1890, 0.0682)  0.2874
C (1.3062, 1.4691, 0.0209)  -0.3608
C (0.0497, -1.4624, -0.1282)  0.0433
C (-2.4372, 0.8262, 0.0839)  -0.1157
N (-1.2262, 1.1420, -0.1012)  -0.2493
N (1.3060, -1.5917, -0.1345)  -0.5679
S (2.7841, 0.6122, 0.1280)  -0.1108
H (1.4342, 2.4794, -0.1021)  0.2731
H (-0.5288, -1.4636, 0.7320)  0.2120
H (-0.4847, -1.4694, -0.9837)  0.2094
H (-3.2415, 1.4763, -0.0792)  0.2296
H (-2.7203, -0.0068, 0.6732)  0.2041
H (1.8375, -1.7073, 0.7858)  0.4702
H (1.9406, -1.4930, -0.9632)  0.4755

=====

Molecular formula: C3H11NO3
Method: DFT, ωB97M-V/def2-TZVPD

The frontier orbital gap comes out at 10.0818 eV. The energy above the lowest of the compared OMol25 structures with the same formula, charge and spin is 212.05 kJ/mol. Its spin multiplicity is 1. Its SMILES is C=CN=C.O.O.O. The value obtained for the HOMO energy is -9.2717 eV. Its molar mass is 109.12 g mol⁻¹. The value obtained for the LUMO energy is 0.81 eV. Its max |F| is 0.0220 Eh/bohr.

Each line ends with the natural charge from an NBO analysis.
Geometry (Å):
C (-1.4958, 0.7694, 1.6411)  -0.0495
C (-1.6702, 1.4441, 0.5076)  -0.4280
C (-0.6102, -1.3314, 1.0526)  0.0006
N (-0.5118, -0.2472, 1.6805)  -0.4733
H (-1.9290, 1.0270, 2.5970)  0.2071
H (-1.2881, 1.0847, -0.4395)  0.2120
H (-2.1928, 2.3904, 0.4382)  0.2058
H (0.2256, -2.0301, 0.9982)  0.1719
H (-1.4511, -1.7232, 0.4729)  0.1757
H (1.2385, 0.2882, 1.1198)  0.5015
H (2.7031, 0.3641, 1.6361)  0.4864
O (2.1676, 0.5042, 0.8569)  -0.9900
H (0.3327, -0.8951, -2.0887)  0.4983
H (-0.6731, -1.3959, -3.1763)  0.4657
O (-0.3568, -1.5562, -2.2781)  -0.9898
H (2.2002, 0.5243, -2.3693)  0.4761
H (1.8502, 0.3365, -0.8744)  0.5106
O (1.4612, 0.4463, -1.7747)  -0.9809

=====

Molecular formula: C23H27N3O4S
Method: DFT, ωB97M-V/def2-TZVPD

The frontier orbital gap comes out at 6.6902 eV. The energy above the lowest of the compared OMol25 structures with the same formula, charge and spin is 2438.09 kJ/mol. Its spin multiplicity is 1. Its SMILES is CCCCc1c(Cc2ccc(C)cc2)c(OC#N)cc2nsnc12.CCOC(=O)OC. The value obtained for the HOMO energy is -8.3334 eV. Its molar mass is 441.55 g mol⁻¹. The value obtained for the LUMO energy is -1.64 eV. Its max |F| is 0.2330 Eh/bohr.

Each line ends with the natural charge from an NBO analysis.
Geometry (Å):
C (7.4773, -1.6287, -0.1659)  -0.6297
C (6.4364, -0.8064, -1.1851)  -0.4108
C (5.7076, 0.3260, -0.2537)  -0.4164
C (4.3628, 1.0031, -0.8770)  -0.4567
C (3.8805, 2.4148, -0.2189)  0.0382
C (2.6032, 3.2288, -0.9310)  -0.0015
C (1.7687, 2.6652, -2.2387)  -0.4920
C (0.5137, 1.7534, -1.6308)  -0.0396
C (-0.2200, 0.5556, -2.5392)  -0.2261
C (-1.5022, -0.3441, -1.9910)  -0.2356
C (-2.1337, -0.1074, -0.4742)  -0.0064
C (-3.4118, -0.9227, 0.1485)  -0.6674
C (-1.4065, 1.0553, 0.4488)  -0.2336
C (-0.1158, 1.9581, -0.1116)  -0.2264
C (2.0846, 4.6964, -0.3168)  0.2755
O (0.9380, 5.3512, -0.9711)  -0.4966
C (0.9156, 6.8037, -0.7377)  0.5258
N (1.2086, 8.0775, -0.5992)  -0.3399
C (2.8218, 5.3682, 1.0059)  -0.2676
C (4.0892, 4.5780, 1.7631)  0.1338
N (4.8476, 5.0462, 2.9910)  -0.5743
S (5.9854, 3.7548, 3.2807)  0.8315
N (5.6387, 2.6428, 1.9784)  -0.5860
C (4.5200, 3.1445, 1.0991)  0.0977
H (6.7903, -2.0437, 0.7178)  0.2068
H (8.0873, -2.4640, -0.7124)  0.2224
H (8.2132, -0.8579, 0.3730)  0.2144
H (5.7137, -1.5277, -1.7550)  0.2143
H (7.1646, -0.2145, -1.9230)  0.2055
H (6.5168, 1.1830, -0.0640)  0.2278
H (5.4624, -0.1507, 0.7931)  0.2170
H (3.4390, 0.2509, -0.8052)  0.2462
H (4.5478, 1.1563, -2.0463)  0.2293
H (2.4368, 2.0440, -2.9884)  0.2514
H (1.3414, 3.5814, -2.8525)  0.2568
H (0.2019, 0.3784, -3.6404)  0.2286
H (-1.9689, -1.1761, -2.6810)  0.2336
H (-3.6368, -0.4704, 1.2298)  0.2287
H (-4.3773, -0.6676, -0.4986)  0.2391
H (-3.2680, -2.0819, 0.2439)  0.2433
H (-1.8322, 1.2786, 1.5364)  0.2332
H (0.3121, 2.7470, 0.6417)  0.2379
H (2.5053, 6.3815, 1.5133)  0.2674
C (-7.6665, -4.0904, 3.2447)  -0.6395
C (-6.5187, -4.9607, 2.7641)  -0.0710
O (-6.8179, -5.5375, 1.4872)  -0.4963
C (-6.6535, -4.7159, 0.4204)  0.9851
O (-6.2719, -3.5568, 0.4582)  -0.6481
O (-7.0127, -5.3972, -0.6962)  -0.4956
C (-6.9699, -4.6149, -1.8880)  -0.2575
H (-8.6072, -4.6508, 3.2316)  0.2131
H (-7.4816, -3.7298, 4.2597)  0.2176
H (-7.8055, -3.2231, 2.5918)  0.2240
H (-6.3779, -5.7933, 3.4634)  0.1919
H (-5.5754, -4.4051, 2.7313)  0.1941
H (-5.9980, -4.1269, -2.0096)  0.1960
H (-7.7755, -3.8747, -1.8752)  0.1894
H (-7.1269, -5.2836, -2.7389)  0.1972